{
  "formula": "C35H33N8O3PPdS2",
  "method": "wB97M-V/def2-TZVPD",
  "elements": ["Pd", "O", "S", "O", "O", "C", "C", "C", "C", "C", "C", "P", "C", "C", "C", "C", "C", "C", "C", "C", "C", "C", "C", "C", "H", "H", "H", "H", "H", "H", "H", "H", "H", "H", "H", "H", "H", "H", "N", "C", "C", "C", "C", "C", "C", "C", "N", "C", "C", "N", "C", "H", "H", "H", "H", "H", "H", "H", "C", "C", "N", "C", "S", "N", "C", "C", "H", "H", "H", "H", "H", "H", "H", "H", "H", "H", "H", "H", "N", "C", "N", "C", "N"],
  "xyz": [[-0.0172, -0.0995, 0.0024], [-0.9499, -3.7534, 1.9346], [-0.5067, -2.3837, 1.8633], [-1.5708, -1.4228, 1.5568], [0.6707, -2.1303, 0.9921], [0.0735, -1.8606, 3.4351], [0.3319, -2.7703, 4.4431], [0.9111, -2.3180, 5.6199], [1.2498, -0.9807, 5.7586], [0.9975, -0.0746, 4.7353], [0.3776, -0.4954, 3.5657], [-0.0455, 0.7102, 2.2394], [1.2104, 1.9950, 2.4760], [0.9748, 3.2281, 3.0721], [2.0094, 4.1507, 3.1777], [3.2739, 3.8432, 2.6931], [3.5168, 2.6078, 2.0995], [2.4844, 1.6926, 1.9854], [-1.6309, 1.4300, 2.7782], [-2.5950, 1.7296, 1.8179], [-3.7951, 2.3213, 2.1915], [-4.0425, 2.6113, 3.5260], [-3.0945, 2.2952, 4.4903], [-1.8953, 1.7027, 4.1200], [0.0835, -3.8132, 4.2899], [1.1200, -3.0156, 6.4215], [1.7231, -0.6364, 6.6696], [1.2926, 0.9618, 4.8482], [-0.0112, 3.4741, 3.4475], [1.8249, 5.1126, 3.6404], [4.0764, 4.5662, 2.7846], [4.5008, 2.3492, 1.7248], [2.6772, 0.7326, 1.5211], [-2.4251, 1.4602, 0.7834], [-4.5416, 2.5422, 1.4368], [-4.9789, 3.0722, 3.8189], [-3.2900, 2.5049, 5.5349], [-1.1732, 1.4404, 4.8832], [4.4703, 6.5793, -7.0412], [3.9210, 6.0627, -6.1734], [3.2272, 5.4193, -5.0796], [2.7067, 4.1395, -5.2381], [2.0264, 3.5352, -4.1972], [1.8823, 4.2061, -2.9916], [2.4123, 5.4757, -2.8192], [3.0776, 6.0861, -3.8667], [1.1830, 3.5834, -1.9211], [0.3610, 4.2036, -0.9924], [-0.0826, 3.2200, -0.1726], [0.4664, 2.0176, -0.5725], [1.2062, 2.2639, -1.6229], [2.8225, 3.6256, -6.1832], [1.5944, 2.5507, -4.3257], [2.3231, 5.9752, -1.8628], [3.4955, 7.0764, -3.7445], [0.1432, 5.2568, -1.0270], [-0.7540, 3.2998, 0.6665], [1.7786, 1.5307, -2.1714], [-0.1018, -4.3058, -1.9367], [-1.5326, -3.8749, -1.6682], [-1.6247, -2.4166, -1.8470], [-2.5321, -1.5509, -1.4085], [-2.1729, 0.1476, -1.4876], [-3.7279, -1.9112, -0.9384], [-4.3166, -3.2327, -0.6964], [-4.1927, -3.6713, 0.7569], [-0.0300, -5.3926, -1.8894], [0.5711, -3.8822, -1.1894], [0.2240, -3.9813, -2.9278], [-1.8065, -4.1390, -0.6483], [-2.2066, -4.3784, -2.3607], [-0.7747, -1.9659, -2.1456], [-4.2115, -1.1316, -0.5258], [-3.8620, -3.9540, -1.3621], [-5.3644, -3.1611, -0.9807], [-3.1468, -3.7676, 1.0534], [-4.6920, -4.6336, 0.9006], [-4.6618, -2.9401, 1.4204], [4.6264, 0.1558, 0.7555], [4.0219, -0.3598, -0.0908], [3.3696, -0.9476, -1.0682], [2.1688, -0.8456, -1.4377], [1.0454, -0.7345, -1.8181]],
  "forces_ev_per_a": [[1.4340, 1.7169, 1.3708], [0.4142, -0.0502, 0.0075], [-0.5270, -0.1576, -0.1552], [-0.2525, -0.2552, 0.0776], [-0.5566, 0.2105, -0.3559], [0.2227, 0.2245, 0.1200], [-0.0451, 0.1171, -0.0779], [0.0559, 0.0420, 0.1036], [0.0165, -0.0459, 0.0666], [-0.0187, 0.0756, -0.0415], [-0.0181, -0.3579, -0.2440], [-0.3931, -0.2534, -0.2453], [0.2000, -0.0007, -0.1497], [-0.0611, 0.0408, 0.0231], [0.0044, 0.0116, 0.0020], [-0.0540, -0.0355, 0.0171], [0.0212, 0.1495, 0.0382], [-0.2797, 0.0128, 0.1882], [-0.0374, -0.0115, -0.1032], [-0.0004, -0.0305, 0.0741], [0.0107, -0.0030, 0.0106], [-0.0125, 0.0060, -0.0250], [0.0495, -0.0188, -0.0015], [0.0216, -0.0090, 0.0162], [0.0213, 0.0542, -0.0104], [-0.0129, 0.0311, -0.0186], [-0.0043, 0.0020, -0.0306], [0.0037, -0.0226, 0.0220], [0.0119, 0.0248, -0.0045], [-0.0065, -0.0232, -0.0010], [-0.0363, -0.0263, -0.0095], [-0.1503, -0.0251, 0.0354], [-0.0737, 0.1696, 0.1548], [-0.0018, -0.0217, -0.0602], [0.0565, -0.0142, 0.0339], [0.0453, -0.0287, -0.0182], [0.0113, -0.0179, -0.0344], [-0.0017, 0.0221, -0.0022], [-0.0667, -0.0636, 0.1035], [-0.0661, -0.0718, 0.1122], [0.1177, 0.1547, -0.1417], [-0.0028, -0.0752, -0.0844], [-0.0323, -0.0935, -0.0359], [-0.0645, -0.0786, 0.1052], [0.0240, 0.0777, 0.0570], [0.0250, 0.0610, 0.0133], [0.0023, 0.1212, 0.0193], [0.1005, -0.1292, -0.1385], [0.0522, -0.1182, -0.0015], [-0.4393, -0.7446, 0.0635], [0.1702, 0.1004, -0.0660], [-0.0053, 0.0097, 0.0303], [-0.0013, 0.0401, -0.0142], [0.0014, -0.0098, -0.0391], [-0.0132, -0.0241, 0.0024], [0.0279, -0.0480, -0.0144], [0.0407, -0.0314, -0.0752], [-0.1280, 0.1216, 0.0398], [0.0342, 0.0150, 0.0577], [0.1895, 0.2397, -0.0606], [-0.0709, -0.3504, 0.1036], [-0.1011, 0.3209, 0.0409], [-0.4626, -0.3551, -0.1389], [0.0243, -0.1815, 0.0806], [0.0685, 0.1779, 0.1367], [0.0296, -0.0068, -0.0230], [0.0111, 0.0302, -0.0020], [-0.0163, 0.0170, -0.0265], [-0.0107, -0.0276, 0.0284], [-0.0019, -0.0123, 0.0434], [-0.0088, -0.0295, -0.0635], [0.2857, 0.1285, -0.1203], [-0.0890, 0.0657, -0.0039], [-0.0796, 0.0061, -0.0390], [-0.1109, 0.0181, -0.0465], [-0.1087, 0.0109, 0.0243], [0.0248, 0.0701, -0.0152], [0.0394, -0.0424, -0.0312], [0.2139, -0.4362, -0.4156], [-0.3101, 0.1209, -0.2586], [0.6154, -0.4294, -0.1610], [-0.8767, 0.4423, 0.3213], [0.9113, -0.4925, -0.1396]],
  "lowdin_charge": [0.669, -0.299, 0.445, -0.404, -0.378, -0.262, -0.036, -0.057, -0.061, -0.078, -0.281, 1.086, -0.381, -0.097, -0.080, -0.073, -0.067, -0.107, -0.335, -0.113, -0.065, -0.078, -0.073, -0.082, 0.118, 0.110, 0.108, 0.109, 0.100, 0.102, 0.103, 0.084, 0.058, 0.017, 0.109, 0.105, 0.106, 0.102, 0.161, -0.174, -0.224, -0.009, 0.011, -0.176, 0.003, -0.013, -0.003, -0.016, -0.106, -0.009, -0.118, 0.127, 0.125, 0.120, 0.125, 0.126, 0.098, 0.119, -0.071, -0.226, 0.023, -0.797, 0.577, 0.022, -0.220, -0.070, 0.080, 0.068, 0.082, 0.096, 0.110, 0.052, 0.112, 0.085, 0.114, 0.038, 0.079, 0.081, 0.121, -0.358, 0.095, -0.392, 0.010],
  "max_force_ev_per_a": 2.62,
  "relative_energy_kcal_mol": 3.6
}